1.
Molecular formula: C39H47N10O2RuS2Te
Method: DFT, ωB97M-V with the def2-TZVPD basis set

Each line ends with the Löwdin spin population.
CARTESIAN COORDINATES (ANGSTROEM)
Ru (-0.229, 2.159, -0.930)  1.861
C (0.726, -0.209, -2.793)  0.017
C (1.153, 1.142, -2.227)  0.070
N (1.334, 3.115, -0.434)  0.388
N (2.186, 2.975, 0.379)  0.090
C (1.978, 1.686, 1.243)  0.098
N (2.613, 1.830, 2.508)  0.024
S (0.139, 1.574, 1.472)  0.497
C (1.185, 2.222, -3.260)  0.019
C (2.235, 3.137, -3.375)  0.029
C (2.128, 4.163, -4.292)  -0.002
C (0.985, 4.270, -5.075)  0.030
C (0.000, 3.319, -4.907)  -0.006
N (0.091, 2.313, -4.036)  0.049
H (0.079, -0.771, -2.119)  0.005
H (1.601, -0.825, -3.002)  0.002
H (0.194, -0.076, -3.732)  0.001
H (2.361, 2.705, 2.949)  0.004
H (3.620, 1.768, 2.415)  0.003
H (3.105, 3.035, -2.745)  0.002
H (2.934, 4.879, -4.400)  -0.001
H (0.863, 5.065, -5.798)  0.002
H (-0.910, 3.356, -5.498)  -0.001
C (2.291, -5.592, 4.925)  0.000
C (1.752, -4.578, 3.955)  0.001
C (1.580, -3.252, 4.326)  -0.001
C (1.060, -2.298, 3.455)  0.004
C (0.938, -0.875, 3.924)  0.006
C (0.703, -2.714, 2.169)  0.041
Te (-0.030, -1.341, 0.736)  0.392
N (2.515, 0.524, 0.621)  0.018
C (2.751, 0.265, -0.600)  0.006
O (2.514, 1.045, -1.683)  0.014
C (3.443, -1.021, -0.910)  0.002
C (3.990, -1.247, -2.170)  0.000
C (4.630, -2.447, -2.448)  0.000
C (4.719, -3.430, -1.474)  0.000
C (4.184, -3.205, -0.211)  0.000
C (3.562, -2.003, 0.074)  0.001
C (-1.973, -2.145, 0.531)  0.038
C (-2.297, -2.604, -0.745)  0.020
C (-3.521, -3.214, -0.980)  0.001
C (-4.419, -3.360, 0.068)  0.011
C (-4.101, -2.879, 1.330)  -0.002
C (-2.882, -2.253, 1.590)  0.010
C (-2.585, -1.718, 2.959)  0.006
C (0.884, -4.043, 1.748)  0.013
C (0.545, -4.535, 0.366)  0.015
C (1.402, -4.951, 2.663)  0.002
H (2.773, -5.112, 5.776)  0.000
H (3.018, -6.248, 4.445)  0.000
H (1.486, -6.223, 5.308)  0.000
H (1.861, -2.939, 5.326)  0.000
H (1.090, -0.820, 5.001)  0.000
H (-0.040, -0.451, 3.697)  0.003
H (1.681, -0.231, 3.446)  0.001
H (3.925, -0.477, -2.926)  0.000
H (5.060, -2.612, -3.427)  0.000
H (5.214, -4.367, -1.694)  0.000
H (4.259, -3.966, 0.557)  0.000
H (3.164, -1.814, 1.063)  0.001
H (-1.580, -2.510, -1.554)  0.003
H (-3.759, -3.592, -1.967)  0.000
H (-5.371, -3.849, -0.095)  0.001
H (-4.816, -2.985, 2.138)  0.000
H (-3.476, -1.740, 3.586)  0.000
H (-2.239, -0.684, 2.899)  0.002
H (-1.809, -2.310, 3.450)  0.001
H (0.875, -3.841, -0.411)  0.009
H (-0.531, -4.680, 0.249)  0.000
H (1.033, -5.490, 0.178)  0.001
H (1.545, -5.980, 2.350)  0.001
C (0.396, 6.305, -0.095)  0.003
N (-0.481, 5.529, 0.755)  0.007
C (-0.343, 5.554, 2.211)  0.003
C (-1.428, 4.569, 2.684)  0.008
N (-2.014, 4.114, 1.424)  0.027
C (-1.385, 4.637, 0.364)  0.028
S (-1.720, 4.177, -1.255)  0.071
H (0.233, 7.371, 0.070)  0.000
H (0.189, 6.057, -1.132)  0.001
H (1.435, 6.060, 0.130)  0.001
H (-0.498, 6.563, 2.591)  0.000
H (0.666, 5.236, 2.484)  0.001
H (-2.179, 5.057, 3.303)  0.001
H (-1.006, 3.728, 3.234)  0.005
H (-2.467, 3.217, 1.327)  0.001
C (-4.856, -0.267, -3.211)  0.000
N (-3.980, 0.255, -2.185)  0.002
C (-4.275, 0.314, -0.770)  0.000
C (-2.983, 0.886, -0.220)  0.000
O (-2.822, 1.225, 0.937)  0.003
N (-2.066, 0.992, -1.246)  0.022
C (-2.723, 0.672, -2.381)  0.006
N (-2.179, 0.760, -3.584)  0.002
H (-5.776, -0.603, -2.740)  0.000
H (-4.404, -1.120, -3.721)  0.000
H (-5.116, 0.501, -3.943)  0.000
H (-4.477, -0.669, -0.339)  0.000
H (-5.102, 0.989, -0.548)  0.000
H (-1.281, 1.259, -3.710)  0.002
H (-2.754, 0.596, -4.392)  0.000

Summary:
Expectation value of S²: 6.035
Multiplicity: 5
Kohn-Sham gap (alpha / beta) (eV): 7.27 / 6.07
DFT total energy (Ha): -3371.465424
F_max (eV/Å): 0.5
Total charge: +1

=====

2.
Molecular formula: C2H4N3PS
Method: DFT, ωB97M-V with the def2-TZVPD basis set

Each line ends with the Mulliken charge.
CARTESIAN COORDINATES (ANGSTROEM)
C (-1.477, -0.815, 0.041)  -0.957
N (-0.121, -0.433, 0.091)  0.484
N (0.877, -1.280, -0.025)  -0.611
P (2.360, -0.611, 0.068)  0.070
N (1.701, 0.966, -0.023)  -0.152
C (0.322, 0.912, 0.103)  0.291
S (-0.640, 2.217, 0.045)  -0.463
H (-1.644, -1.050, -0.941)  0.390
H (-1.558, -1.633, 0.628)  0.330
H (-2.050, -0.042, 0.252)  0.372
H (2.229, 1.767, -0.239)  0.245

Summary:
Kohn-Sham gap (eV): 7.98
Structure (SMILES): Cn1np[nH]c1=S
DFT total energy (Ha): -982.392353
F_max (eV/Å): 5.0

=====

3.
Molecular formula: C13H25P2Tm
Method: DFT, ωB97M-V with the def2-TZVPD basis set

Each line ends with the Löwdin spin population.
CARTESIAN COORDINATES (ANGSTROEM)
C (-0.843, 2.646, -1.581)  -0.002
C (-1.267, 1.722, -2.548)  -0.001
H (0.167, 3.086, -1.577)  0.000
H (-1.584, 3.217, -0.990)  0.000
H (-2.329, 1.614, -2.818)  0.000
H (-0.599, 1.295, -3.319)  0.000
Tm (-1.144, 0.587, -0.440)  2.018
C (-2.149, 1.510, 1.553)  -0.001
C (-3.027, 1.830, 0.472)  -0.003
C (-2.998, -0.486, 0.692)  -0.003
C (-2.123, 0.075, 1.687)  -0.001
H (-3.285, 2.830, 0.126)  0.000
H (-4.281, 0.529, -0.865)  0.000
H (-3.247, -1.541, 0.588)  0.000
C (-3.535, 0.603, -0.073)  -0.002
H (-1.669, -0.481, 2.500)  0.000
H (-1.603, 2.224, 2.179)  0.000
C (1.561, -0.266, 2.042)  0.000
P (1.185, 1.133, 0.933)  -0.002
C (2.555, 2.288, 1.301)  -0.001
C (1.757, 0.422, -0.714)  0.000
C (1.808, -1.093, -0.895)  0.000
P (0.295, -2.103, -1.232)  -0.002
C (1.381, -3.591, -1.568)  -0.001
C (-0.348, -2.663, 0.437)  0.000
H (1.226, -0.020, 3.052)  0.000
H (2.639, -0.479, 2.033)  0.000
H (1.042, -1.182, 1.749)  0.000
H (3.510, 1.783, 1.095)  0.000
H (2.459, 3.182, 0.674)  0.000
H (2.497, 2.574, 2.360)  0.000
H (1.194, 0.909, -1.550)  0.000
H (2.796, 0.769, -0.764)  0.000
H (2.373, -1.244, -1.817)  0.000
H (2.343, -1.604, -0.086)  0.000
H (2.127, -3.739, -0.765)  0.000
H (0.776, -4.507, -1.667)  0.000
H (1.918, -3.388, -2.509)  0.000
H (-0.423, -1.934, 1.252)  0.000
H (0.223, -3.525, 0.800)  0.000
H (-1.380, -2.985, 0.256)  0.000

Summary:
Expectation value of S²: 2.003
Multiplicity: 3
Kohn-Sham gap (alpha / beta) (eV): 7.21 / 7.26
DFT total energy (Ha): -2277.599535
F_max (eV/Å): 4.1
Total charge: +2

=====

4.
Molecular formula: C20H45Br2ClFN10O20P2
Method: DFT, ωB97M-V with the def2-TZVPD basis set

Each line ends with the Mulliken charge.
CARTESIAN COORDINATES (ANGSTROEM)
C (-0.511, -5.262, -0.491)  -1.755
C (0.515, -4.445, 0.305)  0.220
C (0.052, -4.039, 1.711)  -0.718
Br (-1.853, -3.559, 1.600)  0.001
C (0.814, -2.876, 2.365)  0.931
C (0.036, -2.231, 3.544)  -1.491
C (-0.408, -3.187, 4.667)  -1.121
C (-1.884, -3.121, 5.016)  0.228
C (-2.440, -1.719, 5.092)  -0.865
O (-2.921, -1.260, 3.818)  -0.225
C (-4.053, -1.820, 3.387)  0.070
O (-4.323, -1.819, 2.194)  -0.480
N (0.971, -1.735, 1.408)  0.124
C (2.235, -1.409, 1.304)  -1.349
N (2.792, -0.823, 0.282)  0.635
O (2.002, -0.434, -0.804)  -0.353
P (4.578, -0.553, 0.217)  0.333
O (5.061, -1.837, -0.643)  -0.461
Cl (4.683, 0.997, -1.094)  -0.174
N (2.924, -1.819, 2.420)  1.151
C (3.292, -0.865, 3.456)  0.466
C (3.081, 0.583, 3.104)  -1.464
F (4.632, -1.034, 3.701)  -0.430
C (2.269, -3.080, 2.800)  -0.188
O (2.431, -3.432, 4.125)  -0.577
P (3.306, -4.351, 1.728)  -0.111
O (4.765, -3.774, 2.123)  -0.538
Br (3.053, -6.223, 2.879)  -0.204
H (0.058, -5.840, -1.208)  0.493
H (-1.023, -5.983, 0.125)  0.381
H (-1.179, -4.646, -1.065)  0.393
H (0.768, -3.594, -0.317)  0.073
H (1.377, -5.082, 0.355)  0.207
H (0.099, -4.906, 2.348)  0.806
H (0.744, -1.548, 3.996)  0.183
H (-0.755, -1.610, 3.164)  1.061
H (0.157, -2.998, 5.564)  0.348
H (-0.189, -4.214, 4.419)  0.461
H (-2.490, -3.737, 4.371)  0.487
H (-1.996, -3.551, 6.003)  -0.465
H (-1.686, -1.047, 5.470)  0.386
H (-3.259, -1.705, 5.799)  0.364
H (-4.728, -2.294, 4.105)  0.428
H (0.449, -1.804, 0.540)  0.571
H (1.246, 0.061, -0.450)  0.271
H (4.326, -2.170, -1.182)  0.364
H (2.785, -1.072, 4.386)  0.375
H (3.215, 1.138, 4.018)  0.450
H (2.068, 0.792, 2.789)  0.330
H (3.816, 0.957, 2.414)  0.358
H (3.361, -3.650, 4.261)  0.671
H (5.229, -3.553, 1.310)  0.383
C (-3.654, -4.602, 9.364)  -0.774
N (-2.648, -4.165, 8.357)  0.852
O (-2.243, -3.023, 8.412)  -0.508
O (-2.294, -4.986, 7.536)  -0.530
H (-3.866, -3.767, 10.020)  0.318
H (-4.542, -4.914, 8.823)  0.310
H (-3.223, -5.434, 9.912)  0.285
C (-3.217, 0.364, 0.404)  -0.620
N (-2.054, 0.732, -0.451)  0.961
O (-1.584, 1.843, -0.317)  -0.569
O (-1.642, -0.105, -1.223)  -0.567
H (-3.451, 1.210, 1.038)  0.315
H (-4.046, 0.123, -0.252)  0.349
H (-2.932, -0.499, 0.992)  0.112
C (-0.128, 4.452, -1.030)  -0.747
N (0.197, 5.844, -0.615)  1.092
O (-0.213, 6.226, 0.459)  -0.624
O (0.857, 6.506, -1.388)  -0.568
H (-0.716, 3.985, -0.254)  0.370
H (-0.692, 4.511, -1.956)  0.158
H (0.811, 3.929, -1.177)  0.117
C (1.899, 2.054, -3.162)  0.006
N (1.423, 3.386, -2.706)  0.746
O (0.430, 3.418, -2.005)  0.101
O (2.062, 4.348, -3.062)  -0.600
H (1.231, 1.298, -2.765)  0.194
H (1.888, 2.048, -4.247)  -0.068
H (2.906, 1.924, -2.780)  -0.102
C (-1.382, 6.149, -4.853)  -0.649
N (-2.250, 4.958, -5.063)  0.922
O (-2.247, 4.440, -6.157)  -0.518
O (-2.906, 4.584, -4.114)  -0.542
H (-0.859, 6.369, -5.776)  0.284
H (-2.025, 6.974, -4.565)  0.329
H (-0.683, 5.906, -4.059)  0.177
C (1.488, 3.389, -7.815)  -0.674
N (2.417, 2.256, -7.540)  0.912
O (2.277, 1.642, -6.497)  -0.577
O (3.253, 2.019, -8.373)  -0.537
H (0.800, 3.480, -6.985)  0.225
H (2.093, 4.283, -7.924)  0.310
H (0.964, 3.161, -8.737)  0.294
C (-3.072, 5.316, -9.682)  -0.638
N (-2.248, 6.502, -10.047)  0.903
O (-1.116, 6.556, -9.615)  -0.529
O (-2.771, 7.334, -10.752)  -0.530
H (-2.478, 4.665, -9.052)  0.222
H (-3.947, 5.678, -9.152)  0.274
H (-3.356, 4.818, -10.604)  0.297

Summary:
Kohn-Sham gap (eV): 5.72
DFT total energy (Ha): -9231.000606
F_max (eV/Å): 18.6
Total charge: +1

=====

- Among the records above, which one has the lowest DFT total energy?
  C20H45Br2ClFN10O20P2

=====

- Which of these has the highest DFT total energy?
  C2H4N3PS

=====

What did the third record say?
Molecular formula: C13H25P2Tm
Method: DFT, ωB97M-V with the def2-TZVPD basis set

Each line ends with the Löwdin spin population.
CARTESIAN COORDINATES (ANGSTROEM)
C (-0.843, 2.646, -1.581)  -0.002
C (-1.267, 1.722, -2.548)  -0.001
H (0.167, 3.086, -1.577)  0.000
H (-1.584, 3.217, -0.990)  0.000
H (-2.329, 1.614, -2.818)  0.000
H (-0.599, 1.295, -3.319)  0.000
Tm (-1.144, 0.587, -0.440)  2.018
C (-2.149, 1.510, 1.553)  -0.001
C (-3.027, 1.830, 0.472)  -0.003
C (-2.998, -0.486, 0.692)  -0.003
C (-2.123, 0.075, 1.687)  -0.001
H (-3.285, 2.830, 0.126)  0.000
H (-4.281, 0.529, -0.865)  0.000
H (-3.247, -1.541, 0.588)  0.000
C (-3.535, 0.603, -0.073)  -0.002
H (-1.669, -0.481, 2.500)  0.000
H (-1.603, 2.224, 2.179)  0.000
C (1.561, -0.266, 2.042)  0.000
P (1.185, 1.133, 0.933)  -0.002
C (2.555, 2.288, 1.301)  -0.001
C (1.757, 0.422, -0.714)  0.000
C (1.808, -1.093, -0.895)  0.000
P (0.295, -2.103, -1.232)  -0.002
C (1.381, -3.591, -1.568)  -0.001
C (-0.348, -2.663, 0.437)  0.000
H (1.226, -0.020, 3.052)  0.000
H (2.639, -0.479, 2.033)  0.000
H (1.042, -1.182, 1.749)  0.000
H (3.510, 1.783, 1.095)  0.000
H (2.459, 3.182, 0.674)  0.000
H (2.497, 2.574, 2.360)  0.000
H (1.194, 0.909, -1.550)  0.000
H (2.796, 0.769, -0.764)  0.000
H (2.373, -1.244, -1.817)  0.000
H (2.343, -1.604, -0.086)  0.000
H (2.127, -3.739, -0.765)  0.000
H (0.776, -4.507, -1.667)  0.000
H (1.918, -3.388, -2.509)  0.000
H (-0.423, -1.934, 1.252)  0.000
H (0.223, -3.525, 0.800)  0.000
H (-1.380, -2.985, 0.256)  0.000

Summary:
Expectation value of S²: 2.003
Multiplicity: 3
Kohn-Sham gap (alpha / beta) (eV): 7.21 / 7.26
DFT total energy (Ha): -2277.599535
F_max (eV/Å): 4.1
Total charge: +2